{
  "formula": "C8H16O10V",
  "method": "ωB97M-V/def2-TZVPD",
  "charge": -3,
  "de_lowest_kj_mol": 1282.6,
  "gap_ev": 3.2450,
  "energy_ev": -54700.5881,
  "species": ["O", "V", "O", "C", "O", "O", "O", "C", "O", "O", "O", "C", "C", "C", "O", "H", "H", "H", "H", "H", "H", "H", "H", "C", "C", "C", "O", "H", "H", "H", "H", "H", "H", "H", "H"],
  "xyz": [[-24.104, 5.960, 18.396], [-25.710, 6.104, 18.447], [-26.236, 5.385, 19.763], [-26.985, 6.344, 16.868], [-25.731, 6.477, 16.785], [-27.368, 5.989, 18.003], [-27.590, 7.148, 16.152], [-26.128, 8.447, 19.397], [-27.366, 8.508, 19.207], [-25.530, 7.419, 19.004], [-25.505, 9.472, 19.617], [-24.771, 3.066, 18.876], [-25.447, 3.293, 17.517], [-26.470, 2.146, 17.255], [-26.224, 4.432, 17.793], [-25.559, 2.793, 19.578], [-24.216, 3.931, 19.240], [-24.168, 2.160, 18.812], [-24.749, 3.536, 16.716], [-27.112, 2.067, 18.132], [-25.809, 1.280, 17.227], [-26.926, 2.063, 16.268], [-27.098, 4.276, 18.160], [-22.662, 4.758, 19.582], [-21.534, 4.345, 20.584], [-20.807, 5.599, 21.091], [-22.061, 3.465, 21.588], [-22.312, 5.217, 18.656], [-23.443, 5.301, 20.114], [-23.233, 3.849, 19.392], [-20.865, 3.844, 19.883], [-19.766, 5.376, 21.325], [-21.314, 5.957, 21.987], [-20.697, 6.456, 20.427], [-21.291, 3.171, 22.080]]
}

{
  "formula": "C5H32NO10S",
  "method": "ωB97M-V/def2-TZVPD",
  "charge": -1,
  "de_lowest_kj_mol": 0.0,
  "gap_ev": 6.8752,
  "energy_ev": -38507.0350,
  "species": ["C", "C", "S", "C", "N", "C", "C", "H", "H", "H", "H", "H", "H", "H", "H", "H", "H", "H", "H", "H", "H", "O", "H", "H", "O", "H", "H", "O", "H", "H", "O", "H", "H", "O", "H", "H", "O", "H", "H", "O", "H", "H", "O", "H", "H", "O", "H", "H", "O"],
  "xyz": [[1.449, -0.534, -1.207], [1.626, 0.792, -1.932], [2.316, 2.068, -0.832], [0.146, -0.629, -0.414], [0.104, 0.203, 0.781], [-1.108, 0.090, 1.592], [-1.375, 1.379, 2.386], [2.310, -0.766, -0.593], [1.398, -1.354, -1.931], [0.667, 1.149, -2.314], [2.364, 0.611, -2.716], [-0.063, -1.638, -0.081], [-0.654, -0.371, -1.118], [0.358, 1.142, 0.586], [-1.988, -0.117, 0.964], [-1.055, -0.796, 2.217], [-2.413, 1.699, 2.407], [-0.984, 1.231, 3.402], [-0.845, 2.211, 1.939], [-0.162, -2.830, 2.328], [0.946, -3.400, 1.507], [0.015, -3.578, 1.726], [-1.264, 0.288, -3.725], [-1.854, -0.735, -2.941], [-1.719, 0.210, -2.892], [-4.065, 1.402, -2.510], [-3.622, 2.444, -1.453], [-4.367, 1.886, -1.733], [0.208, -3.094, -2.197], [-1.254, -3.288, -1.901], [-0.613, -3.340, -2.629], [-1.912, 3.904, -1.631], [-1.533, 2.795, -0.645], [-2.256, 3.311, -0.991], [4.055, -2.472, 1.019], [3.393, -1.240, 1.530], [3.299, -2.226, 1.582], [0.081, 4.688, -0.500], [1.132, 3.575, -1.180], [0.164, 3.969, -1.197], [3.576, 1.248, 1.642], [2.271, 0.453, 1.512], [3.115, 0.458, 1.968], [2.467, -1.216, 3.257], [1.190, -0.343, 3.379], [1.690, -1.065, 3.786], [-1.177, -3.223, 0.186], [-2.105, -2.014, -0.097], [-1.949, -2.939, -0.337]]
}

{
  "formula": "C3H7NOS",
  "method": "ωB97M-V/def2-TZVPD",
  "de_lowest_kj_mol": 6.9,
  "gap_ev": 9.8934,
  "energy_ev": -17597.8579,
  "smiles": "NC(=O)CCS",
  "species": ["N", "C", "O", "C", "C", "S", "H", "H", "H", "H", "H", "H", "H"],
  "xyz": [[1.593, -1.641, 0.268], [0.500, -1.100, -0.357], [0.068, -1.546, -1.394], [-0.136, 0.079, 0.351], [-1.127, 0.813, -0.548], [-1.757, 2.329, 0.265], [2.150, -2.266, -0.288], [2.005, -1.124, 1.024], [-0.658, -0.234, 1.261], [0.659, 0.772, 0.654], [-2.011, 0.208, -0.726], [-0.634, 1.093, -1.471], [-0.653, 2.614, 0.961]]
}

{
  "formula": "C15H14BBr36ClF7O2S",
  "method": "ωB97M-V/def2-TZVPD",
  "charge": -1,
  "gap_ev": 7.1283,
  "energy_ev": -2584460.0778,
  "species": ["O", "S", "O", "B", "Cl", "C", "F", "F", "C", "F", "F", "C", "F", "F", "F", "H", "H", "C", "Br", "Br", "Br", "H", "C", "Br", "Br", "Br", "H", "C", "Br", "Br", "Br", "H", "C", "Br", "Br", "Br", "H", "C", "Br", "Br", "Br", "H", "C", "Br", "Br", "Br", "H", "C", "Br", "Br", "Br", "H", "C", "Br", "Br", "Br", "H", "C", "Br", "Br", "Br", "H", "C", "Br", "Br", "Br", "H", "C", "Br", "Br", "Br", "H", "C", "Br", "Br", "Br", "H"],
  "xyz": [[2.535, 1.192, -4.512], [2.033, 2.479, -3.873], [2.771, 2.574, -2.539], [2.544, 4.024, -4.859], [2.917, 3.414, -6.611], [0.214, 2.408, -3.447], [-0.027, 3.296, -2.385], [-0.012, 1.103, -2.913], [-0.790, 2.572, -4.680], [-0.194, 2.413, -5.935], [-1.740, 1.504, -4.577], [-1.692, 3.917, -4.601], [-2.554, 3.895, -3.496], [-2.540, 3.898, -5.735], [-0.951, 5.081, -4.702], [3.486, 4.553, -4.386], [1.585, 4.722, -4.967], [3.703, -0.300, 0.045], [1.973, 0.151, -0.697], [5.152, 0.508, -0.958], [3.810, 0.126, 1.936], [3.817, -1.378, -0.044], [5.283, -3.812, 2.141], [6.645, -2.623, 1.442], [4.546, -3.162, 3.813], [3.894, -4.162, 0.836], [5.769, -4.762, 2.353], [2.692, -0.179, 6.563], [3.021, 0.110, 8.451], [4.073, 0.611, 5.459], [2.437, -2.058, 6.155], [1.761, 0.330, 6.320], [-1.298, -0.938, 6.326], [-1.284, 0.561, 5.097], [-1.498, -0.361, 8.166], [-2.630, -2.258, 5.839], [-0.326, -1.422, 6.247], [-5.425, -4.013, 9.003], [-4.282, -3.453, 10.465], [-6.019, -2.507, 7.937], [-4.583, -5.377, 7.911], [-6.312, -4.460, 9.445], [-1.416, -4.211, 2.243], [-1.916, -5.555, 3.549], [0.393, -3.575, 2.519], [-1.692, -4.835, 0.426], [-2.077, -3.363, 2.392], [-5.676, -3.573, 1.915], [-5.603, -3.984, 3.808], [-4.159, -2.504, 1.354], [-5.872, -5.174, 0.840], [-6.566, -2.970, 1.753], [6.144, 3.422, -9.154], [6.330, 2.330, -7.564], [4.443, 3.129, -10.036], [6.446, 5.301, -8.779], [6.920, 3.108, -9.848], [-4.446, 0.615, -7.331], [-4.913, -0.687, -5.972], [-2.636, 1.267, -7.110], [-4.756, -0.070, -9.120], [-5.110, 1.466, -7.198], [2.004, 3.675, 9.929], [2.013, 5.171, 8.696], [1.810, 4.257, 11.768], [0.671, 2.354, 9.446], [2.975, 3.190, 9.849], [-6.652, -9.578, 1.238], [-7.801, -11.135, 1.122], [-6.469, -8.690, -0.477], [-7.233, -8.355, 2.625], [-5.663, -9.932, 1.520], [3.525, 8.232, -8.069], [3.049, 6.899, -6.749], [5.335, 8.884, -7.817], [3.236, 7.592, -9.877], [2.859, 9.079, -7.922]]
}